# 1
Below is C24H36HfN2Si as an isolated structure in a non-equilibrium geometry, with properties calculated with ωB97M-V with the def2-TZVPD basis set.

The calculation puts the HOMO energy at -14.17 eV. The calculation puts the total energy at -1382.5455 Eh. The calculation puts the energy above the lowest of the compared OMol25 structures with the same formula, charge and spin at 0.00 kJ/mol. The LUMO energy comes out at -7.156 eV. The frontier orbital gap comes out at 7.01 eV.

Structure (ORCA input):
```
! RIJCOSX wB97M-V def2-TZVPD def2/J DEFGRID3
* xyz 2 1
C 0.897 1.512 -0.265
C -0.164 1.788 -1.174
C -1.409 1.576 -0.510
H -0.050 2.127 -2.200
C -1.124 1.277 0.861
C 0.317 1.202 1.015
H 0.856 1.195 1.959
H 1.957 1.671 -0.466
H -2.396 1.773 -0.933
H -1.842 1.359 1.674
Hf -0.327 -0.611 -0.291
C -1.260 -2.687 -3.251
H -2.118 -2.827 -2.589
H -0.566 -3.525 -3.156
H -1.647 -2.633 -4.280
Si -0.321 -0.980 -3.167
C 1.376 -1.129 -3.971
C 2.168 0.037 -3.898
H 1.701 1.000 -3.694
C 3.560 -0.037 -3.969
H 4.157 0.871 -3.820
C 4.173 -1.270 -4.222
H 5.259 -1.335 -4.276
C 3.392 -2.415 -4.418
H 3.866 -3.373 -4.659
C 1.992 -2.347 -4.293
H 1.374 -3.244 -4.418
C -1.320 0.318 -4.052
C -0.780 1.021 -5.132
H 0.186 0.731 -5.550
C -1.508 2.079 -5.684
H -1.075 2.653 -6.502
C -2.780 2.395 -5.192
H -3.356 3.208 -5.638
C -3.328 1.658 -4.136
H -4.323 1.890 -3.749
C -2.604 0.611 -3.570
H -3.032 0.014 -2.764
H -1.337 -1.070 -1.767
H 0.382 -0.059 -2.147
C -2.383 -2.270 1.292
N -1.070 -1.674 1.634
C -1.214 -0.955 2.929
C -0.032 -2.756 1.845
C 1.379 -2.184 1.680
N 1.621 -1.691 0.280
C 2.901 -0.939 0.289
C 1.825 -2.872 -0.611
H -2.606 -3.111 1.970
H -2.383 -2.637 0.254
H -3.173 -1.515 1.389
H -1.434 -1.683 3.728
H -0.293 -0.422 3.191
H -2.038 -0.238 2.872
H -0.137 -3.131 2.881
H -0.219 -3.602 1.164
H 1.571 -1.364 2.388
H 2.118 -2.976 1.889
H 3.704 -1.638 0.580
H 3.118 -0.528 -0.708
H 2.866 -0.126 1.023
H 2.638 -3.482 -0.183
H 0.917 -3.485 -0.681
H 2.116 -2.538 -1.616
*
```

Mulliken atomic charge list, values in e, 2 entries: -0.54 -0.46

***

# 2
Below is C5H8N2O2 as an isolated structure in a non-equilibrium geometry, with properties calculated with ωB97M-V with the def2-TZVPD basis set.

The calculation puts the HOMO energy at -8.61 eV. The calculation puts the total energy at -455.1924 Eh. The calculation puts the energy above the lowest of the compared OMol25 structures with the same formula, charge and spin at 436.13 kJ/mol. The LUMO energy comes out at 0.508 eV. The frontier orbital gap comes out at 9.12 eV.

Structure (ORCA input):
```
! RIJCOSX wB97M-V def2-TZVPD def2/J DEFGRID3
* xyz 0 1
C -0.685 -1.727 -0.316
C -1.175 -0.669 0.612
C 0.180 0.416 0.938
N 1.048 0.162 -1.823
C -0.262 0.305 -1.472
C -0.098 1.566 1.562
O 1.409 -0.201 1.047
N -1.139 -0.677 -1.260
O -2.181 -0.548 1.279
H 1.966 0.304 1.660
H 1.561 -0.605 -1.409
H 1.549 0.966 -2.174
H 0.374 -1.978 -0.291
H -1.364 -2.578 -0.323
H -0.694 1.246 -1.821
H -1.116 1.936 1.607
H 0.628 2.082 2.184
*
```

Mulliken atomic charge list, values in e, 2 entries: -0.43 0.66

***

# 3
Below is C48H37AsBrCl2N5O4RbS3 as an isolated structure in a non-equilibrium geometry, with properties calculated with ωB97M-V with the def2-TZVPD basis set.

The calculation puts the HOMO energy (alpha / beta) at -1.28 / -3.20 eV. The expectation value of S² is 0.775. The calculation puts the total energy at -9374.4859 Eh. The calculation puts the energy above the lowest of the compared OMol25 structures with the same formula, charge and spin at 1274.86 kJ/mol. The LUMO energy (alpha / beta) comes out at 3.369 / 3.369 eV. The frontier orbital gap (alpha / beta) comes out at 4.65 / 6.57 eV.

Structure (ORCA input):
```
! RIJCOSX wB97M-V def2-TZVPD def2/J DEFGRID3
* xyz -2 2
Rb -1.865 0.382 0.939
Br 4.941 3.738 5.863
C 3.231 3.422 5.134
C 2.182 3.145 5.988
C 0.883 2.967 5.441
C 0.667 2.890 4.046
C 1.817 3.174 3.226
C 3.027 3.450 3.800
N -0.548 2.441 3.434
C -1.566 2.878 4.203
C -2.932 2.674 4.027
C -3.867 3.076 5.038
C -5.192 2.870 4.947
C -5.694 2.192 3.847
C -4.779 1.949 2.860
N -3.544 2.163 2.792
H 2.313 2.994 7.110
H 0.079 2.665 6.046
H 1.529 2.835 2.019
H 3.878 3.657 2.981
H -1.441 3.352 5.317
H -3.345 3.436 5.850
H -5.852 3.105 5.827
H -6.774 2.045 3.368
H -5.270 1.429 1.946
O -2.863 -2.058 -0.216
N -2.108 -3.141 -0.348
C -2.277 -3.841 -1.469
C -1.756 -5.131 -1.688
C -1.027 -5.739 -0.651
C -0.878 -4.984 0.512
C -1.319 -3.667 0.691
S -1.013 -2.669 2.007
H -2.855 -3.228 -2.184
H -1.863 -5.669 -2.645
H -0.745 -6.832 -0.640
H -0.288 -5.507 1.299
C 3.665 0.317 5.226
C 2.309 0.111 4.915
C 1.910 -0.133 3.689
C 2.799 -0.106 2.457
C 4.111 0.172 2.793
C 4.494 0.226 4.064
As 1.908 -0.535 0.808
C 3.285 0.038 -0.371
C 3.312 1.346 -0.995
C 4.201 1.526 -1.930
C 5.197 0.514 -2.246
C 5.056 -0.804 -1.792
C 4.181 -1.038 -0.798
C 3.733 -2.306 -0.350
C 4.301 -3.649 -0.812
C 3.810 -4.719 -0.374
C 2.695 -4.777 0.428
C 2.038 -3.467 0.871
C 2.637 -2.444 0.410
H 4.208 0.375 6.335
H 1.439 0.054 5.862
H 1.135 -0.642 3.358
H 4.777 -0.436 2.021
H 5.581 0.344 4.345
H 2.409 2.181 -0.726
H 4.325 2.563 -2.748
H 5.926 0.790 -3.158
H 5.555 -1.588 -2.350
H 5.119 -3.049 -1.662
H 4.168 -5.702 -0.645
H 2.001 -5.708 0.894
H 1.138 -3.500 1.519
Cl 1.869 3.482 -3.955
C 0.525 4.487 -4.463
Cl 0.829 6.204 -4.095
H -0.355 4.021 -3.905
H 0.293 4.352 -5.567
S -2.246 -1.055 -5.272
C -1.079 -1.775 -4.260
N -0.330 -1.094 -3.387
C 0.645 -1.598 -2.700
C 1.114 -2.891 -2.911
C 0.466 -3.642 -3.869
C -0.601 -3.067 -4.524
H -0.693 -0.184 -3.109
H 1.111 -1.114 -1.886
H 1.914 -3.303 -2.253
H 0.824 -4.534 -4.096
H -1.099 -3.824 -5.347
O -2.953 3.305 -6.290
S -3.380 3.408 -4.898
O -3.886 4.735 -4.584
N -2.198 3.004 -3.855
C -2.424 1.858 -3.169
O -1.668 1.336 -2.319
C -3.777 1.331 -3.452
C -4.273 0.096 -2.912
C -5.462 -0.357 -3.400
C -6.166 0.343 -4.336
C -5.744 1.644 -4.858
C -4.449 2.015 -4.459
H -3.659 -0.390 -2.206
H -6.039 -1.445 -3.108
H -7.136 -0.029 -4.788
H -6.281 2.268 -5.526
*
```

Mulliken atomic charge list, values in e, 2 entries: 0.57 -0.21